C3H6HgMgO4S as an isolated structure, computed with ωB97M-V with the def2-TZVPD basis set.

The geometry in XYZ format:
```
16
Properties=species:S:1:pos:R:3
Hg -0.37562 1.38655 0.72519
S 2.21978 0.54989 -0.37554
O 2.11011 -0.96264 0.28621
O 1.58553 1.60767 0.67618
O -1.21554 1.17343 -0.97552
C -2.27671 0.30192 -1.12524
C -2.45442 -0.85754 -0.14537
O -1.23748 -1.28639 0.46646
C -0.86116 -0.46383 1.67178
Mg 0.45573 -1.44627 -0.53782
H -2.12728 -0.17555 -2.11954
H -3.23278 0.86559 -1.09200
H -2.81596 -1.74113 -0.69282
H -3.17123 -0.60115 0.64899
H -0.01940 -1.05284 2.08111
H -1.69637 -0.60392 2.37676
```

The value obtained for the electronic energy is -1170.3979 Eh. Its charge is 0. Its relative energy (zero: lowest compared OMol25 entry of this formula, charge and spin) is 43.86 kJ/mol.


C3H6HgO as an isolated structure, computed with ωB97M-V with the def2-TZVPD basis set.

The geometry in XYZ format:
```
11
Properties=species:S:1:pos:R:3
C -1.55047 -0.50327 0.41792
C -0.20734 0.15167 0.61978
O 0.40065 0.24047 -0.74133
C 1.74640 0.40825 -0.84501
Hg -1.30953 -0.26772 -1.62455
H -1.48383 -1.56761 0.78596
H 0.46656 -0.46682 1.23034
H -0.16670 1.16442 1.04301
H 2.13851 0.34739 -1.85825
H 2.32719 0.43193 0.07747
H -2.36144 0.06129 0.89467
```

The value obtained for the electronic energy is -346.1095 Eh. Its charge is +1. Its relative energy (zero: lowest compared OMol25 entry of this formula, charge and spin) is 0.00 kJ/mol. Its spin multiplicity is 2. The expectation value of S² is 0.753.


A 2-piece molecular cluster, C3H6I2N2O overall, computed with ωB97M-V with the def2-TZVPD basis set.

The geometry in XYZ format:
```
14
Properties=species:S:1:pos:R:3
C -0.53527 0.68103 -0.29374
C -1.71713 1.58547 -0.34861
C 0.66129 1.13400 -1.07383
N -0.54136 -0.39732 0.33495
N 1.83812 -2.39424 0.32514
O 1.01466 0.84353 -2.15844
I 2.00590 2.29996 0.21907
I 3.32010 -1.26621 -0.17036
H -1.44172 2.59362 -0.04736
H -2.09270 1.62482 -1.37014
H -2.49045 1.19850 0.30854
H 0.28908 -0.99942 0.31582
H 1.85865 -2.53280 1.33671
H 4.55539 -2.30261 -0.53184
```

The value obtained for the electronic energy is -897.8966 Eh. Its charge is 0. Its relative energy (zero: lowest compared OMol25 entry of this formula, charge and spin) is 333.97 kJ/mol.


A 2-piece molecular cluster, C3H6I2Si overall, computed with ωB97M-V with the def2-TZVPD basis set.

The geometry in XYZ format:
```
12
Properties=species:S:1:pos:R:3
C -0.36836 -1.29256 1.46369
C -1.28123 -0.91482 0.58069
C 1.88414 0.85372 -0.60777
Si -0.83387 0.39614 -0.72550
I -1.77233 2.66101 -0.17658
I -1.87032 -0.06209 -2.94841
H -0.61820 -2.02357 2.22289
H 0.72408 -0.90099 1.51438
H -2.36222 -1.18868 0.47447
H 2.16996 1.61440 0.11046
H 1.98997 -0.12493 -0.20852
H 2.33836 0.98238 -1.69981
```

The value obtained for the electronic energy is -1002.7449 Eh. Its charge is 0. Its relative energy (zero: lowest compared OMol25 entry of this formula, charge and spin) is 308.68 kJ/mol.


A 2-piece molecular cluster, C3H6IN overall, computed with ωB97M-V with the def2-TZVPD basis set.

The geometry in XYZ format:
```
11
Properties=species:S:1:pos:R:3
C 0.10171 -0.21616 -0.18581
C -0.73557 -0.59353 0.92343
C 1.18091 0.71789 -0.24039
N -0.92370 -0.87508 -1.82849
I 0.74450 2.48447 0.90139
H -0.39432 -0.34782 1.90994
H -1.74150 -0.47243 0.73575
H -0.75260 -1.80523 1.11769
H 1.94784 0.23727 0.26791
H 1.42667 0.91113 -1.21882
H -0.85394 -0.04051 -2.38259
```

The value obtained for the electronic energy is -470.0977 Eh. Its charge is 0. Its relative energy (zero: lowest compared OMol25 entry of this formula, charge and spin) is 591.05 kJ/mol.


An isolated ion of composition C3H6IN2S and charge +1, computed with ωB97M-V with the def2-TZVPD basis set.

The geometry in XYZ format:
```
13
Properties=species:S:1:pos:R:3
C -0.09723 1.92400 0.44879
C 0.84716 1.07746 0.58828
C -0.30965 -0.81818 -0.78422
N -1.31136 0.14364 -0.96755
N 1.02621 -0.13891 -0.13699
S -0.43963 -2.42699 -0.03156
I -3.06210 -0.02232 -0.08929
H -0.59394 2.74331 0.86350
H 1.80591 1.39904 1.24477
H 0.03180 -0.92472 -1.85479
H 1.82948 0.00524 -0.78138
H 1.11903 -0.99578 0.44406
H -0.84568 -1.96579 1.05639
```

The value obtained for the electronic energy is -922.8128 Eh. Its charge is +1. Its relative energy (zero: lowest compared OMol25 entry of this formula, charge and spin) is 572.12 kJ/mol.


One molecule with the formula C3H6INOS, computed with ωB97M-V with the def2-TZVPD basis set.

The geometry in XYZ format:
```
13
Properties=species:S:1:pos:R:3
N -0.84296 -1.88191 -1.30292
S -0.92601 -0.91472 -0.15100
O -0.97152 -1.59359 1.58901
I -2.95319 0.47148 -0.20807
C 0.31780 0.29827 -0.50675
C 0.43766 1.44534 0.43305
C 1.48714 0.38018 0.41809
H -1.33247 -2.75251 -1.20347
H 0.40952 0.38527 -1.57793
H -0.24150 1.46874 1.27223
H 0.65881 2.41861 0.02150
H 2.44637 0.59504 -0.02266
H 1.51035 -0.32018 1.23892
```

The value obtained for the electronic energy is -943.6171 Eh. Its charge is 0. Its relative energy (zero: lowest compared OMol25 entry of this formula, charge and spin) is 449.48 kJ/mol.


C3H6IO3S as an isolated structure, computed with ωB97M-V with the def2-TZVPD basis set.

The geometry in XYZ format:
```
14
Properties=species:S:1:pos:R:3
C 0.27875 -0.76024 0.34236
C 0.18834 0.67683 -0.22881
C -1.12023 0.84659 -0.94502
O -1.19619 0.35517 -4.01757
O -0.15074 -1.52475 -2.64190
O 0.99061 0.57750 -3.03205
S -0.25614 -0.11193 -2.99847
I -1.66476 2.68470 -1.79972
H -0.60135 -0.95394 0.79361
H 0.29371 -1.37643 -0.47579
H 1.08502 -0.66529 1.03039
H 0.99612 0.96333 -0.99927
H 0.16596 1.54807 0.49458
H -1.84181 0.29101 -0.51292
```

The value obtained for the electronic energy is -1039.5038 Eh. Its charge is -1. Its relative energy (zero: lowest compared OMol25 entry of this formula, charge and spin) is 165.15 kJ/mol.


A 2-piece molecular cluster, C3H6IPS2 overall, computed with ωB97M-V with the def2-TZVPD basis set.

The geometry in XYZ format:
```
13
Properties=species:S:1:pos:R:3
C 0.18737 0.72458 0.07797
C 1.26784 0.25128 -0.90977
C -1.24378 0.24048 -0.24070
P 0.06897 -2.42344 0.31010
S 1.78507 -1.43806 -0.32486
S -1.42819 -1.49948 -0.62747
I -0.68410 -0.44835 3.52897
H 0.43263 0.45366 1.17976
H -0.00971 1.94664 -0.03325
H 1.05359 0.28242 -2.00538
H 2.16505 0.75558 -0.57852
H -1.87534 0.36050 0.61915
H -1.71940 0.79419 -0.99600
```

The value obtained for the electronic energy is -1553.2862 Eh. Its charge is 0. Its relative energy (zero: lowest compared OMol25 entry of this formula, charge and spin) is 134.19 kJ/mol.


C3H6LiNaO5 as an isolated structure, computed with ωB97M-V with the def2-TZVPD basis set.

The geometry in XYZ format:
```
16
Properties=species:S:1:pos:R:3
O 1.78843 2.23269 0.08090
C 0.75711 1.25839 0.11074
C -0.54378 1.76827 -0.53286
O -1.61109 0.85290 -0.34805
H 2.60002 1.78392 0.33504
H 0.61032 0.88095 1.12414
H 1.08151 0.35723 -0.41181
H -0.38507 1.92526 -1.60080
H -0.82227 2.73180 -0.10472
Li -1.91134 -0.26497 1.17455
O -0.26303 -2.14514 -1.30605
C 0.23882 -2.37515 -0.21085
O -0.25739 -1.79288 0.87468
O 1.14244 -3.24943 0.14117
Na -1.11074 -3.94381 1.36343
H -1.31393 -0.02003 -0.68950
```

The value obtained for the electronic energy is -663.9719 Eh. Its charge is 0. Its relative energy (zero: lowest compared OMol25 entry of this formula, charge and spin) is 113.33 kJ/mol.


C3H6MnO3 as an isolated structure, computed with ωB97M-V with the def2-TZVPD basis set.

The geometry in XYZ format:
```
13
Properties=species:S:1:pos:R:3
C -0.12413 1.14378 -1.52848
C -1.28921 0.47417 -0.85638
O -0.97407 -0.93108 -0.94205
C -1.76856 -1.93987 -1.24552
O -0.88237 -2.92538 -1.27057
Mn 0.94337 -1.59289 -0.92343
H -0.14015 2.21853 -1.32154
H -0.06474 0.99891 -2.61162
H -2.25096 0.67131 -1.33634
H -1.27094 -3.80366 -1.39189
H -1.05043 0.75755 0.27484
O 1.01325 0.53807 -0.66339
H 1.79910 1.09005 -0.73459
```

The value obtained for the electronic energy is -1493.8433 Eh. Its charge is +2. Its relative energy (zero: lowest compared OMol25 entry of this formula, charge and spin) is 130.06 kJ/mol. Its spin multiplicity is 6. The expectation value of S² is 8.752.


A 2-piece molecular cluster, C3H6N overall, computed with ωB97M-V with the def2-TZVPD basis set.

The geometry in XYZ format:
```
10
Properties=species:S:1:pos:R:3
C 0.63308 -0.52259 -0.10956
C 1.07491 -1.89875 0.04514
C -1.26409 2.19110 0.01039
N -0.10731 0.33404 -0.29849
H 2.00513 -2.23703 -0.45889
H 1.06568 -1.99227 1.10423
H 0.17207 -2.39801 -0.25569
H -0.77334 2.42958 1.01327
H -0.69720 2.60852 -0.82326
H -2.10892 1.48540 -0.22713
```

The value obtained for the electronic energy is -172.2753 Eh. Its charge is +1. Its relative energy (zero: lowest compared OMol25 entry of this formula, charge and spin) is 218.83 kJ/mol.


A 2-piece molecular cluster, C3H6N2 overall, computed with ωB97M-V with the def2-TZVPD basis set.

The geometry in XYZ format:
```
11
Properties=species:S:1:pos:R:3
C 1.86536 -0.20394 2.30454
C -0.36028 1.08317 0.24998
C 0.53998 -0.91705 -0.43033
N 2.10697 -0.21122 3.40748
N 0.86030 0.34927 0.09770
H -1.20331 0.68430 0.73656
H -0.05814 2.04300 0.63815
H -0.84613 1.22482 -0.67851
H -0.14773 -1.52099 0.34434
H -0.34235 -0.93577 -1.17766
H 1.37524 -1.59566 -0.76120
```

The value obtained for the electronic energy is -227.1997 Eh. Its charge is 0. Its relative energy (zero: lowest compared OMol25 entry of this formula, charge and spin) is 591.11 kJ/mol.


One molecule with the formula C3H6N2, computed with ωB97M-V with the def2-TZVPD basis set.

The geometry in XYZ format:
```
11
Properties=species:S:1:pos:R:3
C 1.59409 0.03165 0.06762
N 0.91527 -1.06106 -0.36968
N -0.33148 -0.92231 -0.66636
C -1.26256 -0.54168 0.44690
C -0.72975 0.59192 -0.49607
H 2.82269 -0.02610 0.10248
H 1.45433 1.10533 0.58189
H -2.30459 -0.76160 0.20499
H -0.78749 -0.71810 1.43428
H -1.53664 1.08672 -1.07399
H 0.16613 1.21523 -0.23206
```

The value obtained for the electronic energy is -227.2162 Eh. Its charge is 0. Its relative energy (zero: lowest compared OMol25 entry of this formula, charge and spin) is 547.83 kJ/mol.


A 2-piece molecular cluster, C3H6N2 overall, computed with ωB97M-V with the def2-TZVPD basis set.

The geometry in XYZ format:
```
11
Properties=species:S:1:pos:R:3
H 3.28804 0.14504 2.37987
N 2.99946 -0.45693 1.58242
N 1.79116 -0.76394 1.67959
H 1.34275 -0.38660 2.54249
C -2.09915 0.33844 -2.68847
C -1.67571 0.19197 -1.56915
C -0.92207 0.11821 -0.30618
H -2.57415 0.48232 -3.62866
H -1.18711 0.95860 0.34487
H -1.08673 -0.83675 0.22974
H 0.12351 0.20966 -0.56654
```

The value obtained for the electronic energy is -227.2784 Eh. Its charge is 0. Its relative energy (zero: lowest compared OMol25 entry of this formula, charge and spin) is 384.53 kJ/mol.


One molecule with the formula C3H6N2, computed with ωB97M-V with the def2-TZVPD basis set.

The geometry in XYZ format:
```
11
Properties=species:S:1:pos:R:3
C 1.20122 -0.75280 0.00659
N 1.47800 0.50400 0.14360
C 0.15976 1.14761 -0.13683
C -0.99546 0.02550 0.17225
N -0.12359 -1.10651 -0.08051
H 2.01683 -1.49638 0.08355
H -0.04556 2.15252 0.47823
H -0.02530 1.55590 -1.08107
H -1.30075 -0.02487 1.31609
H -1.81877 0.04919 -0.59445
H -0.54637 -2.05416 -0.30745
```

The value obtained for the electronic energy is -227.3702 Eh. Its charge is 0. Its relative energy (zero: lowest compared OMol25 entry of this formula, charge and spin) is 143.37 kJ/mol.


A 2-piece molecular cluster, C3H6N2 overall, computed with ωB97M-V with the def2-TZVPD basis set.

The geometry in XYZ format:
```
11
Properties=species:S:1:pos:R:3
C 1.62141 -1.05283 -0.05126
N 1.79362 -0.51741 -1.18086
C 2.07778 0.34660 0.03875
H 1.66365 -2.00651 0.35033
H 1.47735 1.10132 0.31654
H 3.09800 0.43058 0.21491
C -2.61008 0.39188 0.33776
N -1.40654 0.12080 0.00025
H -3.53532 0.53549 -0.20081
H -2.85936 0.62579 1.28413
H -1.32051 0.02429 -1.10974
```

The value obtained for the electronic energy is -227.2719 Eh. Its charge is 0. Its relative energy (zero: lowest compared OMol25 entry of this formula, charge and spin) is 401.58 kJ/mol.


A 2-piece molecular cluster, C3H6N2 overall, computed with ωB97M-V with the def2-TZVPD basis set.

The geometry in XYZ format:
```
11
Properties=species:S:1:pos:R:3
C 0.33946 0.36540 -0.28377
C 1.09519 -0.71685 0.38169
C -0.82297 -0.06759 -1.07673
N -0.57801 1.47219 1.30548
N -0.70261 2.40282 1.90959
H 0.76516 -1.73462 0.14407
H 1.00760 -0.57296 1.46177
H 2.15612 -0.60039 0.15631
H -1.33355 -0.96777 -0.71333
H -0.38513 -0.31586 -2.04920
H -1.54126 0.73562 -1.23588
```

The value obtained for the electronic energy is -227.3079 Eh. Its charge is 0. Its relative energy (zero: lowest compared OMol25 entry of this formula, charge and spin) is 307.06 kJ/mol.


One molecule with the formula C3H6N2, computed with ωB97M-V with the def2-TZVPD basis set.

The geometry in XYZ format:
```
11
Properties=species:S:1:pos:R:3
C -0.26273 1.25149 -0.50363
N 0.87007 1.31466 0.12170
N 1.17813 0.11116 0.63527
C 0.19638 -0.93945 0.37023
C -0.85812 -0.13372 -0.46920
H -0.66779 2.19012 -0.89061
H 2.08849 -0.01016 1.07968
H 0.60307 -1.77434 -0.17122
H -0.27993 -1.28521 1.30963
H -1.86958 -0.13763 -0.01352
H -0.99798 -0.58692 -1.46832
```

The value obtained for the electronic energy is -227.3695 Eh. Its charge is 0. Its relative energy (zero: lowest compared OMol25 entry of this formula, charge and spin) is 145.25 kJ/mol.


One molecule with the formula C3H6N2, computed with ωB97M-V with the def2-TZVPD basis set.

The geometry in XYZ format:
```
11
Properties=species:S:1:pos:R:3
H -1.45674 1.73143 -0.02621
N -0.50438 1.39045 -0.04739
C -0.46950 0.08592 -0.04211
N -1.60428 -0.71780 0.02002
C 0.83786 -0.60762 -0.14360
C 2.02946 0.01169 0.12390
H -1.55444 -1.69465 0.33140
H -2.55938 -0.35137 0.32417
H 0.80668 -1.72812 -0.37326
H 2.92484 -0.68332 0.11521
H 2.21265 1.07749 0.19112
```

The value obtained for the electronic energy is -227.3820 Eh. Its charge is 0. Its relative energy (zero: lowest compared OMol25 entry of this formula, charge and spin) is 112.35 kJ/mol.